Computed, not measured: a structure of composition C10H8BrNO, with ωB97M-V with the def2-TZVPD basis set.

Geometry (Å):
1 C -0.47896 1.68984 0.72502
2 C -1.62951 -0.21297 -0.33677
3 C -1.76633 2.11365 0.91982
4 C -0.43048 0.41812 0.07305
5 C -2.79160 0.37106 -0.04180
6 C 2.60809 -0.37219 -1.20736
7 C 2.13537 0.30752 -0.17512
8 C 0.80542 -1.74726 1.56643
9 C 1.27644 -1.02104 -1.48446
10 C 0.83632 -0.24533 -0.18027
11 N -2.93521 1.56212 0.62126
12 O -0.13383 -2.30368 2.06613
13 Br -4.42685 -0.45296 -0.53454
14 H 0.36646 2.19057 1.20138
15 H -1.63344 -1.15391 -0.82298
16 H -1.73493 3.15894 1.48179
17 H 3.32855 -0.25949 -2.03269
18 H 2.59452 1.03805 0.53784
19 H 1.81321 -2.16223 1.59121
20 H 0.71684 -0.86901 -2.45518
21 H 1.47993 -2.04976 -1.51276

Forces on atoms 1 to 3 (eV/Å):
-0.3842 -2.9380 -0.8809
2.0301 0.2282 0.2637
-0.1076 4.0293 2.3000

For the total energy, the calculation gives -3089.6789 hartree. The net charge is 0. The relative energy (zero: lowest compared OMol25 entry of this formula, charge and spin) comes out at 330.8 kJ/mol. The spin multiplicity is 1. The orbital gap (spin up / spin down) comes out at 0.2769 / 0.2770 hartree.

***

Computed, not measured: a structure of composition C3H3HgO4, with ωB97M-V with the def2-TZVPD basis set.

Geometry (Å):
1 C -0.17774 0.20475 -1.37389
2 C -1.43164 -0.14628 -0.78674
3 O -1.78694 0.16598 0.39124
4 H 0.23916 1.14187 -0.98188
5 H -2.08178 -0.82192 -1.37931
6 C 1.78282 -0.83705 0.49786
7 O 1.34391 -0.14834 1.37866
8 Hg -0.58474 0.88566 2.09739
9 O -0.11702 0.24465 -2.75734
10 H -0.18914 -0.64980 -3.10785
11 O 1.42818 -0.96431 -0.70655

Forces on atoms 1 to 3 (eV/Å):
-1.2532 2.0376 -0.5808
0.5833 -0.5572 0.6594
-0.5996 -0.8458 -1.5984

For the total energy, the calculation gives -570.3361 hartree. The net charge is 0. The relative energy (zero: lowest compared OMol25 entry of this formula, charge and spin) comes out at 247.0 kJ/mol. The spin multiplicity is 2. The orbital gap (spin up / spin down) comes out at 0.2896 / 0.1935 hartree.